# 1
This record from OMol25 describes an isolated molecule of C3H2Cl2N2. The level of theory is ωB97M-V/def2-TZVPD.

Structure (XYZ):
```
9
Properties=species:S:1:pos:R:3:mulliken_charge:R:1
C 0.8103 -2.2034 0.2257 -0.36
C 1.3311 -0.9934 0.1725 0.51
C -1.5603 0.7854 -0.1364 -0.04
N 0.6123 0.1789 0.2264 -0.04
N -0.6979 -0.0917 0.1276 -0.36
Cl 3.0531 -0.9279 -0.0058 -0.16
Cl -3.1936 0.3309 -0.2612 -0.12
H -1.3724 1.8469 -0.3042 0.30
H 1.0174 1.0743 -0.0446 0.26
```

Results
* electronic energy: -31162.6609 eV
* energy above the lowest of the compared OMol25 structures with the same formula, charge and spin: 5.783 eV
* charge: 0
* HOMO: -8.85 eV
* Kohn-Sham gap: 7.93 eV

# 2
This record from OMol25 describes an isolated molecule of C3H2Cl2N2O2 at a distorted geometry. The level of theory is ωB97M-V/def2-TZVPD.

Structure (XYZ):
```
11
Properties=species:S:1:pos:R:3:mulliken_charge:R:1
N -1.4480 2.1305 1.8509 -0.34
C -1.0866 1.1623 1.3598 0.01
C -0.5600 -0.0720 0.7728 0.09
Cl -2.1529 -0.7447 0.2458 -0.13
C 0.4403 0.2357 -0.5790 -0.19
Cl 1.8746 1.0652 0.1333 -0.12
N 0.9218 -1.0440 -1.1609 0.96
O 1.4852 -0.9076 -2.2201 -0.53
O 0.6424 -2.0870 -0.6379 -0.52
H -0.0297 -0.6585 1.5577 0.41
H -0.0870 0.9201 -1.3225 0.37
```

Results
* electronic energy: -35259.1522 eV
* energy above the lowest of the compared OMol25 structures with the same formula, charge and spin: 0.226 eV
* charge: 0
* HOMO: -11.67 eV
* SMILES string: N#C[C@@H](Cl)[C@@H](Cl)[N+](=O)[O-]
* Kohn-Sham gap: 10.79 eV

# 3
This record from OMol25 describes a structure of composition C3H2Cl2OS2 at a distorted geometry. The level of theory is ωB97M-V/def2-TZVPD.

Structure (XYZ):
```
10
Properties=species:S:1:pos:R:3:mulliken_charge:R:1
C -0.5005 -0.7160 -1.5597 0.55
C -0.3375 -0.0765 -0.1953 -1.04
C -1.7046 -0.0499 0.5971 0.31
O -0.7046 -0.1182 -2.5535 -0.44
S -0.0380 -2.4384 -1.5654 -0.04
S -2.1814 -1.6270 1.3456 0.01
Cl -1.3863 0.9358 2.1106 -0.13
Cl -2.9642 0.6089 -0.4346 -0.10
H 0.2326 -0.6011 0.5199 0.49
H -0.2405 0.9515 -0.2577 0.39
```

Results
* electronic energy: -51903.1800 eV
* energy above the lowest of the compared OMol25 structures with the same formula, charge and spin: 2.408 eV
* charge: 0
* HOMO (spin up / spin down): -9.84 / -10.10 eV
* Kohn-Sham gap (spin up / spin down): 7.06 / 7.19 eV